177
Properties=species:S:1:pos:R:3:forces:R:3 method="wB97M-V/def2-TZVPD" charge=0 energy_ha=-3328.60858 e_above_lowest_kj_mol=671.9 smiles=COCCNCCOC.COCCNCCOC.COCCNCCOC.COCCNCCOC.COCCNCCOC.COCCNCCOC.COCCNCCOC.O.O.O e_lumo_ev=-0.263 homo_lumo_gap_ha=0.3024
C 7.747 1.761 0.222 -0.83 -0.69 0.46
O 6.998 0.676 0.775 -0.14 -0.33 -0.67
C 6.360 -0.148 -0.246 1.17 0.06 0.91
C 5.810 -1.345 0.502 -2.06 -0.03 0.13
N 4.714 -2.137 -0.146 1.64 0.23 -0.75
C 5.020 -3.084 -1.236 -0.10 -0.45 1.23
C 5.547 -2.691 -2.601 -0.69 -0.11 1.56
O 4.652 -1.716 -3.058 1.37 0.91 -0.56
C 5.198 -1.139 -4.236 -2.02 0.15 -0.52
H 8.634 1.371 -0.279 0.01 0.20 -0.37
H 8.059 2.419 1.032 -0.07 -0.15 0.06
H 7.058 2.305 -0.424 0.40 0.30 -0.43
H 7.110 -0.476 -0.966 0.21 0.19 -0.33
H 5.570 0.406 -0.752 -0.12 0.07 -0.03
H 5.298 -0.880 1.344 0.05 -0.07 0.30
H 6.555 -1.998 0.957 0.19 -0.04 -0.45
H 4.001 -1.525 -0.517 -0.10 0.35 0.64
H 4.026 -3.502 -1.392 0.14 -0.73 -0.21
H 5.726 -3.814 -0.842 -0.25 -0.44 0.09
H 5.475 -3.556 -3.261 0.38 -0.19 -0.10
H 6.573 -2.337 -2.495 0.15 0.27 -0.40
H 4.461 -0.388 -4.520 0.13 0.26 -0.17
H 5.118 -1.934 -4.978 0.78 0.15 -0.43
H 6.167 -0.650 -4.146 0.14 -0.40 0.26
C -0.493 -8.313 -3.051 -0.31 0.74 0.82
O 0.523 -7.424 -2.607 0.73 -0.76 -0.36
C 0.146 -6.422 -1.679 0.29 -0.35 -0.38
C 1.314 -6.002 -0.805 0.70 -1.70 -0.22
N 0.861 -5.249 0.326 0.25 2.43 -1.19
C 0.727 -3.833 -0.216 -1.98 -0.37 2.26
C 0.107 -2.871 0.864 -0.37 -0.79 0.23
O -1.110 -3.377 1.468 -1.01 1.22 0.03
C -1.864 -2.421 2.337 0.88 -1.46 -0.23
H -1.106 -8.540 -2.178 -0.22 -0.46 -0.02
H -0.088 -9.228 -3.482 0.36 0.20 0.20
H -1.159 -7.863 -3.788 0.00 0.26 -0.21
H -0.617 -6.770 -0.983 -0.41 0.02 -0.21
H -0.169 -5.572 -2.286 -0.56 0.22 0.30
H 2.097 -5.529 -1.397 0.07 0.51 -0.30
H 1.846 -6.842 -0.359 -0.34 -0.72 -0.43
H 1.647 -5.299 0.959 -0.10 0.51 0.53
H 0.012 -3.869 -1.037 -0.06 -0.14 0.02
H 1.642 -3.420 -0.641 0.34 0.10 0.35
H -0.120 -1.933 0.356 0.30 0.35 0.20
H 0.778 -2.786 1.718 0.54 0.58 -0.25
H -2.376 -1.565 1.898 0.49 -0.09 -0.89
H -1.258 -2.059 3.167 0.45 0.05 -0.10
H -2.651 -3.010 2.808 0.08 -0.31 -0.23
C -6.403 -4.625 8.527 0.81 1.80 -0.92
O -5.604 -3.400 8.851 0.59 -0.96 0.51
C -4.196 -3.596 9.301 -1.43 -1.67 -1.66
C -3.260 -3.820 8.120 -0.60 0.68 -0.12
N -3.088 -2.595 7.346 -1.09 0.24 -0.53
C -3.627 -2.646 5.967 1.55 0.25 0.09
C -3.644 -1.246 5.354 -0.99 -0.19 0.35
O -4.945 -0.665 5.655 0.68 -1.15 0.60
C -5.018 0.713 5.538 -0.15 0.94 -0.85
H -7.366 -4.580 9.034 0.31 0.02 0.32
H -5.945 -5.612 8.587 0.53 0.21 0.80
H -6.600 -4.534 7.458 -0.23 0.10 -0.10
H -4.259 -4.565 9.795 0.56 0.36 1.00
H -3.778 -2.742 9.834 -0.85 -0.05 0.58
H -3.754 -4.570 7.502 0.54 -0.44 -0.09
H -2.275 -4.093 8.498 -0.07 -0.66 -0.02
H -3.603 -1.881 7.841 -0.13 0.36 -0.08
H -4.568 -3.148 5.746 -0.64 0.21 0.75
H -2.926 -3.294 5.441 0.33 0.23 -0.40
H -3.470 -1.366 4.285 -0.35 0.35 -0.33
H -2.862 -0.592 5.740 0.14 -0.11 0.19
H -5.037 0.937 4.472 0.32 0.55 -0.28
H -4.238 1.288 6.039 0.53 -0.28 -0.07
H -5.941 1.149 5.921 -0.33 -0.71 0.24
C -0.486 2.625 -12.177 0.86 -1.20 -2.03
O -1.557 2.419 -11.343 -0.46 -0.72 -0.18
C -1.602 3.311 -10.289 -0.12 0.03 1.48
C -2.420 2.685 -9.160 -1.33 -0.64 -0.64
N -1.909 1.455 -8.517 0.44 2.42 -0.32
C -1.014 1.849 -7.418 1.41 -2.19 -0.34
C 0.539 1.771 -7.779 -2.59 0.70 0.57
O 1.154 1.567 -6.558 1.48 -0.06 0.20
C 2.440 0.963 -6.615 -0.31 -0.51 1.76
H -0.602 1.963 -13.035 -0.28 -0.37 0.00
H 0.460 2.283 -11.757 0.25 0.50 0.46
H -0.395 3.574 -12.705 -0.11 0.69 0.76
H -2.051 4.233 -10.657 0.05 0.40 0.37
H -0.604 3.469 -9.881 0.39 0.44 -0.20
H -3.360 2.372 -9.614 -0.32 0.34 -0.07
H -2.645 3.395 -8.363 -0.02 0.16 -0.24
H -1.360 0.996 -9.230 0.07 -0.43 -0.10
H -1.227 1.060 -6.696 0.59 0.23 0.60
H -1.194 2.816 -6.946 -0.39 -0.04 -0.32
H 0.778 2.762 -8.163 0.54 -0.07 -0.51
H 0.733 0.972 -8.494 0.05 -0.07 -0.15
H 3.154 1.202 -7.403 -0.50 0.35 -0.33
H 2.299 -0.114 -6.513 0.04 -0.42 -0.68
H 2.898 1.184 -5.651 0.25 0.43 -0.06
C 1.640 2.597 10.950 -1.63 -1.21 2.16
O 1.801 3.813 10.390 1.85 1.31 -3.12
C 2.500 3.707 9.108 -0.49 -0.18 0.88
C 1.726 2.915 8.021 0.39 2.21 -1.99
N 1.228 3.902 6.961 0.58 -1.71 0.25
C 0.459 3.252 5.858 -0.89 0.60 0.80
C -0.986 2.987 6.315 0.24 0.57 -1.68
O -1.703 2.194 5.305 0.37 1.19 0.38
C -1.959 2.951 4.093 -0.43 0.05 -0.15
H 0.694 2.150 10.645 -0.29 -0.26 -0.01
H 1.546 2.879 11.999 -0.04 -0.88 0.41
H 2.380 1.806 10.827 0.67 0.40 -0.22
H 3.466 3.219 9.241 0.03 -0.36 0.46
H 2.791 4.737 8.901 -0.58 -0.04 -0.75
H 0.950 2.248 8.396 0.04 0.07 0.30
H 2.426 2.353 7.403 0.13 -0.48 0.54
H 0.745 4.640 7.453 -0.55 0.09 -0.41
H 0.819 2.295 5.479 0.75 -0.16 0.75
H 0.469 3.843 4.943 0.00 0.54 0.22
H -1.504 3.939 6.433 -0.16 0.22 -0.10
H -0.916 2.596 7.330 -0.60 -1.03 -0.36
H -2.030 4.037 4.166 0.11 0.21 0.99
H -2.934 2.687 3.683 -0.12 -0.48 0.31
H -1.265 2.851 3.258 0.58 -0.69 0.31
C -3.998 0.662 1.314 0.40 -0.75 -1.68
O -3.520 0.108 0.032 -0.80 -0.60 2.15
C -3.130 1.049 -0.913 1.24 -1.11 -0.35
C -2.321 0.298 -2.070 -1.65 0.62 1.42
N -0.999 0.840 -2.207 0.35 0.34 -2.54
C -0.505 0.592 -3.621 0.67 0.35 0.78
C -0.240 -0.872 -3.976 -1.40 0.90 -0.63
O 0.662 -1.388 -3.063 0.71 -0.69 -0.27
C 1.448 -2.410 -3.636 0.88 -0.68 1.45
H -3.363 1.499 1.604 -0.03 0.01 0.15
H -3.954 -0.147 2.043 0.16 0.10 -0.06
H -5.044 0.956 1.227 -0.04 0.28 -0.09
H -2.419 1.718 -0.426 -0.04 0.48 -0.22
H -4.013 1.568 -1.284 0.05 0.37 -0.29
H -2.953 0.459 -2.942 0.53 -0.13 -0.44
H -2.217 -0.772 -1.886 -0.82 -0.16 0.30
H -0.384 0.320 -1.597 0.21 0.01 0.14
H 0.406 1.185 -3.703 0.43 -0.31 -0.02
H -1.113 1.044 -4.404 -0.66 -0.02 0.45
H 0.089 -1.017 -5.005 0.58 0.59 -0.19
H -1.156 -1.459 -4.036 -0.38 -0.10 0.61
H 1.874 -2.197 -4.616 0.01 0.57 -0.05
H 1.003 -3.403 -3.709 -0.80 0.07 -0.01
H 2.236 -2.535 -2.894 0.39 -0.13 -0.40
C 3.378 3.771 -0.436 2.40 1.46 -0.43
O 2.125 4.311 -0.109 -1.13 -1.72 -0.81
C 1.111 3.466 -0.707 -0.56 -0.62 0.33
C -0.288 3.964 -0.420 1.16 -0.58 -1.93
N -0.428 4.352 0.910 -0.65 0.69 1.03
C -1.566 5.239 0.973 -2.22 0.40 -0.34
C -2.982 4.580 0.418 0.82 0.42 0.62
O -4.055 5.407 0.891 -0.76 -1.16 0.51
C -5.426 4.973 0.633 0.86 0.35 -0.16
H 4.112 3.954 0.348 -0.39 -0.20 0.63
H 3.830 4.369 -1.227 -0.20 0.29 -0.55
H 3.565 2.762 -0.802 -1.26 -0.48 0.43
H 1.195 2.448 -0.328 0.41 -0.12 0.14
H 1.135 3.422 -1.796 0.74 0.04 -0.18
H -1.017 3.197 -0.680 0.19 0.02 -0.41
H -0.357 4.816 -1.097 -0.73 0.41 -0.31
H 0.434 4.860 1.048 0.00 0.41 0.98
H -1.507 6.169 0.407 0.58 -0.02 -1.05
H -1.604 5.736 1.943 -0.83 -0.96 0.63
H -3.042 3.498 0.534 -0.25 -0.24 2.00
H -3.097 4.426 -0.655 0.66 1.46 -0.87
H -5.537 4.735 -0.425 -0.13 0.31 -0.21
H -6.093 5.767 0.968 0.35 0.42 -0.48
H -5.857 4.126 1.165 0.99 -0.58 0.47
O -1.034 -3.126 -6.088 0.03 0.04 0.20
H -1.641 -3.057 -6.826 -0.25 0.03 -0.19
H -0.204 -3.392 -6.484 0.21 -0.13 -0.08
O 3.091 -0.160 -1.555 -0.40 0.78 0.58
H 2.229 -0.255 -1.960 -0.51 -0.06 -0.17
H 3.661 -0.735 -2.066 0.47 -0.25 -0.67
O 4.017 -3.704 -6.532 0.20 0.06 0.13
H 3.450 -2.937 -6.613 -0.12 0.25 -0.04
H 3.480 -4.433 -6.843 -0.08 -0.28 -0.07